# 1
The following is a quantum chemistry calculation of 3 unconnected molecules or ions with the total composition C21H42BN3O10P, from OMol25.

The HOMO-LUMO gap comes out at 7.8001 eV. The multiplicity is 1. Its total charge is +1.

Positions of all 78 atoms, in Å:
P1 -0.69656 2.31891 0.48387
O1 4.89209 -2.13070 -1.54767
O2 0.15109 1.40428 3.11403
O3 3.55035 3.20773 1.07205
O4 2.80611 -2.91030 -2.47540
O5 -7.57587 -2.80871 0.45317
O6 4.23296 1.99083 2.88848
O7 1.85870 0.89749 1.31167
O8 -6.61610 -1.26405 -0.93934
O9 -5.50187 -3.17469 -0.35193
O10 3.54885 4.12062 3.17056
N1 -2.01550 -0.11236 -5.61083
N2 -1.37324 -0.51507 -3.14384
N3 -3.64968 0.52116 -3.87085
C1 2.62472 2.20083 -1.54227
C2 -5.73483 -4.12056 0.68096
C3 -2.15630 1.10865 0.04493
C4 1.01361 2.18745 -1.97734
C5 -2.28985 -0.07255 -4.26481
C6 3.64160 3.52536 4.45620
C7 5.08643 -0.86823 -0.81877
C8 -2.70932 -1.26618 -0.96783
C9 2.81438 -3.02545 0.07295
C10 4.58251 2.38613 4.20282
C11 0.07588 3.16072 -1.04918
C12 4.78817 0.48661 -1.74603
C13 3.15857 0.66179 -1.77681
C14 -1.72955 -0.47539 0.13303
C15 3.54479 -2.68943 -1.35566
C16 -6.57004 -2.31877 -0.33287
C17 3.75780 3.11280 2.26801
C18 -1.93004 -1.67728 -2.35038
C19 4.13646 4.51620 5.49482
C20 -5.10008 -5.46237 0.36154
C21 -7.23247 -4.15260 0.73949
B1 0.55608 1.49120 1.67169
H1 2.31874 0.52031 2.14117
H2 4.93496 4.09567 6.11421
H3 -4.72730 -5.50931 -0.66742
H4 -3.39453 1.35238 -3.25566
H5 -7.60176 -4.44728 1.72538
H6 0.64587 4.18086 -0.80498
H7 2.03202 -3.90102 -0.10708
H8 1.00039 2.60280 -3.09445
H9 3.26584 2.93045 -2.23632
H10 -2.56908 1.40246 -1.02089
H11 3.31786 4.77569 6.17717
H12 -2.59608 -2.42209 -2.99964
H13 2.75310 2.60471 -0.45134
H14 4.43636 1.56405 4.90853
H15 6.24939 -0.79811 -0.55831
H16 -4.13018 -0.13700 -3.20922
H17 -0.62199 -0.68073 -0.24093
H18 2.18260 -2.08435 0.44652
H19 -7.68717 -4.79667 -0.02179
H20 3.57675 -3.31165 0.91589
H21 -2.85240 0.26606 -6.14881
H22 5.38025 1.43083 -1.38974
H23 -1.31582 0.33379 -2.50531
H24 -0.83951 3.49324 -1.73951
H25 2.73281 0.29535 -2.83014
H26 -3.00041 -2.28707 -0.42443
H27 -1.91609 -0.87015 1.23422
H28 2.66694 -0.05731 -0.97896
H29 5.63824 2.68028 4.20750
H30 -0.86060 1.49408 3.08445
H31 2.64113 3.16295 4.72548
H32 0.68037 1.06661 -2.02130
H33 4.48854 5.44933 5.04178
H34 -4.24337 -5.63289 1.02489
H35 4.53075 -0.83092 0.21488
H36 -0.98824 -2.33062 -2.01724
H37 -1.33737 3.39391 1.25409
H38 -3.00940 1.27593 0.85252
H39 -3.73079 -0.69831 -1.12803
H40 -5.30900 -3.71118 1.60609
H41 5.11080 0.17421 -2.85122
H42 -5.79251 -6.29329 0.52946

Force components x, y, z for each atom (eV/Å):
-1.3 1.3 -1.9
-3.6 0.0 1.7
-1.4 0.4 -4.3
0.7 0.1 2.9
5.0 1.2 7.3
0.7 0.8 -0.7
-0.5 0.5 -1.0
-3.4 1.1 2.3
0.3 -2.1 1.2
-0.7 1.0 -0.2
0.0 -0.9 -1.4
-1.2 0.2 5.7
-1.8 1.0 -0.9
2.0 -0.2 1.4
-0.2 -0.3 -0.3
0.4 -1.1 0.2
-0.3 -0.4 0.5
1.5 0.4 -0.7
-0.7 0.4 -4.2
0.2 0.4 1.2
2.3 1.9 0.7
-0.2 -1.4 1.0
0.1 0.3 0.1
0.4 -0.5 0.9
-0.3 0.7 -1.9
-1.1 -1.9 -0.6
-0.4 0.4 -0.4
-0.5 0.0 -1.3
-3.6 -0.4 -6.0
-0.3 1.8 -1.0
-0.2 0.6 -1.7
0.3 -1.3 1.1
-0.4 0.3 0.5
0.6 -0.3 0.3
-0.5 -0.5 0.6
3.6 -2.7 3.7
-1.1 0.9 -1.7
0.0 0.0 -0.2
-0.3 0.1 0.2
-0.6 -1.1 -1.0
-0.1 0.2 -0.2
-1.2 -2.4 -0.1
2.0 1.9 0.2
-0.4 -0.9 2.5
-1.6 -1.6 1.3
0.9 -0.5 2.2
0.2 0.1 -0.2
1.4 2.0 1.3
-0.3 -1.3 -2.5
0.0 0.0 -0.3
-2.5 -0.5 -0.6
0.5 0.7 -0.8
-2.1 0.6 1.1
1.5 -1.9 -1.0
0.2 0.0 0.0
-1.4 0.5 -1.7
1.1 -0.5 1.3
-1.2 -1.9 -0.5
0.0 -1.5 -1.0
1.7 -0.7 1.7
1.0 0.8 2.2
0.5 2.2 -1.4
0.6 0.8 -2.4
0.9 1.6 -1.5
-0.2 0.1 0.1
2.1 -0.1 0.7
0.1 -0.1 -0.1
0.3 2.1 0.2
0.0 -0.3 0.0
-0.1 0.0 -0.2
0.8 -0.2 -2.1
-2.0 1.4 -0.7
0.7 -1.0 -0.6
1.8 -0.1 -1.8
2.1 -1.0 0.3
-0.2 0.0 -0.1
-0.4 0.9 2.5
0.0 0.2 -0.1

=====

# 2
The following is a quantum chemistry calculation of 6 unconnected molecules or ions with the total composition C21H42ClO21P2, from OMol25.

The HOMO-LUMO gap (alpha / beta) comes out at 10.0800 / 3.5195 eV. The multiplicity is 2. Its expectation value of S² is 0.765.

Positions of all 87 atoms, in Å:
Cl1 0.49966 -0.39943 0.07833
P1 -0.33583 6.05726 1.90928
P2 2.30981 -5.57528 1.24077
O1 -3.52580 -3.80339 0.56051
O2 0.58302 -2.58940 -3.21046
O3 -3.23986 5.64021 -2.71183
O4 3.59966 -6.50621 1.15193
O5 2.96994 -4.10690 0.97868
O6 -0.25483 -0.99578 -4.46395
O7 -0.20841 -0.10248 1.30661
O8 -1.76747 -2.40660 -3.53970
O9 0.23807 6.97478 0.66180
O10 -5.47503 -3.48744 1.64005
O11 -2.86117 3.44612 -3.32961
O12 0.66088 -1.81642 0.04038
O13 0.50867 6.17187 3.10688
O14 1.69495 0.39059 0.06092
O15 -4.51726 -1.87083 0.37237
O16 -0.49429 4.51601 1.34889
O17 -0.29073 0.08413 -1.03046
O18 -1.88722 6.51794 1.97918
O19 1.49113 -5.87961 -0.12368
O20 -2.24707 4.16693 -1.36667
O21 1.43373 -5.65209 2.42809
C1 -4.56780 -3.08529 0.87711
C2 -0.27593 6.67722 -0.64589
C3 0.06074 -5.60753 -1.93289
C4 -2.80486 4.50563 -2.50435
C5 -2.70117 6.17140 3.05668
C6 0.38520 7.78564 -1.45219
C7 2.79998 -8.79874 1.16593
C8 -3.19245 -1.60950 -0.09911
C9 3.56214 -7.70710 1.85769
C10 1.07308 -0.60373 -4.25086
C11 4.26626 -2.19572 1.65969
C12 0.54538 3.64203 1.24631
C13 3.15320 -3.21181 2.05933
C14 0.82091 -4.87125 -0.75769
C15 1.71523 -1.85793 -3.65424
C16 -2.87874 7.34174 3.93655
C17 -2.28542 2.28135 -2.79345
C18 -0.56642 -2.01252 -3.73101
C19 -1.80895 2.82559 -1.45665
C20 -2.72916 -3.06889 -0.39488
C21 0.78628 3.08782 2.56439
H1 0.04087 7.75243 -2.48584
H2 3.04834 -9.05781 0.13671
H3 -1.65422 -3.05333 -0.21500
H4 3.28228 -7.54302 2.89829
H5 -3.09690 1.56377 -2.67231
H6 1.54041 -0.18569 -5.14245
H7 1.72592 -8.62638 1.09668
H8 1.45556 4.11373 0.87594
H9 5.02143 -2.11596 2.44164
H10 -0.60651 -6.31626 -1.44241
H11 4.80552 -2.51959 0.76952
H12 -3.28822 8.13607 3.31249
H13 -3.61506 5.77398 2.61514
H14 -2.14021 2.30390 -0.55876
H15 2.29765 -1.58288 -2.77490
H16 1.45392 7.66676 -1.27383
H17 -2.66744 -1.04437 0.67101
H18 -0.45043 -4.82468 -2.49320
H19 0.00096 5.67683 -0.97856
H20 0.83791 -6.11166 -2.50732
H21 -2.36600 5.28213 3.59049
H22 -1.46865 2.01570 -3.46458
H23 -0.09312 2.95136 3.19379
H24 1.11229 0.21142 -3.52830
H25 -1.35566 6.82299 -0.61364
H26 -3.58293 7.07124 4.72334
H27 2.26687 -2.37681 -4.43818
H28 1.44548 3.78898 3.07618
H29 -3.29537 -0.98888 -0.98924
H30 0.28391 2.83486 0.56204
H31 1.39841 -4.04241 -1.16710
H32 -2.67506 -3.38922 -1.43534
H33 2.26213 -2.61641 2.25831
H34 3.48594 -3.71471 2.96734
H35 4.56331 -8.13793 1.84600
H36 3.81216 -1.26243 1.32673
H37 0.19804 8.76003 -1.00094
H38 -0.71948 2.83530 -1.42395
H39 2.86880 -9.76884 1.65812
H40 -1.88505 7.64998 4.26161
H41 0.13153 -4.57448 0.03274
H42 1.37846 2.17956 2.45267

Force components x, y, z for each atom (eV/Å):
-0.7 -2.4 -0.9
0.0 0.4 -1.3
-0.8 1.2 -0.5
2.1 -0.9 -1.5
-1.7 0.0 -0.2
1.1 -3.1 0.0
-0.8 1.4 -0.4
-0.9 -1.6 -0.3
-0.6 1.5 -1.3
-0.2 1.2 0.5
5.6 1.4 -0.5
-0.8 -2.3 2.4
2.8 1.3 -2.7
-0.9 1.3 -1.5
0.7 1.3 -0.5
-0.6 0.0 -0.5
0.3 -0.1 0.5
-0.3 1.4 -0.2
-2.3 3.5 -0.3
-0.1 0.0 0.3
2.8 -0.3 -1.4
3.8 -1.4 1.7
0.4 -0.4 0.8
1.0 -0.2 -0.5
-4.2 -1.4 3.8
-0.1 1.8 -0.1
0.8 1.4 1.7
-1.8 3.2 -0.9
-1.1 -1.8 0.2
0.0 -0.4 0.2
-1.9 -0.9 -0.5
-1.0 -0.8 -1.2
1.1 -2.3 0.3
1.2 0.8 0.5
-0.3 -0.7 -0.5
0.9 -0.8 -0.8
1.4 1.3 0.1
-2.8 -0.2 -1.5
-0.1 0.9 -0.4
-0.2 0.4 -0.2
-0.4 0.7 0.6
-4.3 -3.2 1.8
1.5 -0.7 1.2
1.6 1.9 0.6
2.0 -0.7 2.0
0.5 0.1 -0.1
0.7 0.7 -0.1
0.0 -0.7 1.0
-0.3 -0.1 -0.1
0.4 -0.4 -0.3
-0.2 -0.5 -0.2
-0.2 0.3 0.2
0.1 0.1 -0.3
-0.3 0.5 0.1
-0.1 0.0 -0.5
0.0 -0.5 0.0
-0.1 0.2 0.3
-0.4 0.5 -0.1
-0.2 -0.1 -0.2
0.3 -0.4 -0.2
0.2 -0.1 -0.8
0.3 -0.4 0.1
-0.2 -0.5 -0.3
-0.1 0.0 0.1
-0.3 0.0 -0.2
0.7 0.1 0.2
-0.2 -0.6 0.2
-0.1 -0.2 -0.4
-0.3 0.1 0.2
-0.1 -0.4 -0.2
0.3 0.4 0.3
0.1 -0.4 0.4
-0.2 0.0 0.4
0.2 -0.1 0.0
-0.3 0.2 -0.4
0.4 -0.2 0.4
-1.5 -0.2 0.0
-0.3 -0.5 0.1
-0.4 -0.3 -0.1
0.5 0.7 0.3
0.2 0.3 0.6
-0.6 -0.1 -0.1
0.1 0.0 0.1
0.3 0.2 0.5
-0.2 0.1 0.5
-0.6 1.1 -0.6
-0.2 -0.3 0.3

=====

# 3
The following is a quantum chemistry calculation of a molecular structure, C21H42N5SZn, from OMol25.

The HOMO-LUMO gap comes out at 6.9315 eV. The multiplicity is 1. Its total charge is +1. The value obtained for the relative energy (zero: lowest compared OMol25 entry of this formula, charge and spin) is 0.0 kcal/mol.

Positions of all 70 atoms, in Å:
Zn1 -0.60010 -0.46261 -0.26366
S1 1.01613 -1.43384 -2.31457
N1 -1.14565 0.85631 -2.26631
N2 0.98369 -0.57015 0.88682
N3 -2.03728 -1.76045 -1.78128
N4 -1.43915 1.42361 0.94166
N5 -2.21296 -1.35856 1.25031
C1 -1.35227 -2.89649 -2.40122
C2 0.66903 -2.99440 0.98410
C3 -3.26989 0.57943 2.38023
C4 1.88156 2.90151 0.10732
C5 1.45227 -1.79325 1.53503
C6 1.35884 1.62350 0.06296
C7 2.87059 3.18685 1.03472
C8 -0.34741 0.74920 -3.49359
C9 1.35508 3.94959 -0.83620
C10 -0.14912 -2.49421 -3.25228
C11 -2.78243 -0.92912 -2.73466
C12 1.22182 -1.76390 3.05924
C13 1.68651 0.60487 0.97027
C14 4.39502 2.44787 2.88429
C15 -3.48572 -0.72854 1.62722
C16 -2.56351 0.56068 -2.45790
C17 3.28641 2.19252 1.90822
C18 -2.76144 1.71951 1.50704
C19 1.02294 0.11191 -3.26816
C20 2.68085 0.94538 1.90167
C21 2.92550 -2.09907 1.21399
H1 1.39691 3.60312 -1.86947
H2 3.01018 0.24806 2.65080
H3 -3.07353 0.82838 -1.53142
H4 1.13539 -3.91402 1.32684
H5 1.93407 -1.12294 3.56374
H6 -3.85584 -1.13345 -2.69227
H7 3.02758 -2.29158 0.14911
H8 3.59033 -1.28476 1.47156
H9 -0.35967 -3.00238 1.32928
H10 -1.07492 1.80845 -1.92439
H11 0.40022 -3.39198 -3.53729
H12 1.49728 -0.08905 -4.22899
H13 -0.89589 0.15530 -4.22622
H14 -2.73985 2.63432 2.11567
H15 -4.06696 -0.54734 0.71800
H16 -3.46091 1.88630 0.68438
H17 -3.00371 1.13999 -3.28142
H18 -1.10842 2.25720 0.46390
H19 0.69338 -2.98701 -0.10282
H20 0.31328 4.18585 -0.60120
H21 -2.45442 -1.16642 -3.74887
H22 3.23686 -2.98296 1.76467
H23 5.24041 1.79628 2.66373
H24 -2.56521 0.40819 3.19735
H25 1.67576 0.75660 -2.67943
H26 -4.06840 -1.40101 2.27078
H27 -0.17652 1.73262 -3.94710
H28 -0.77951 1.28495 1.70472
H29 4.73352 3.47883 2.82761
H30 1.92938 4.86863 -0.75722
H31 4.06980 2.23838 3.90218
H32 0.64745 1.38076 -0.71535
H33 0.22424 -1.39439 3.29731
H34 -0.42962 -1.96692 -4.16059
H35 -0.99659 -3.54360 -1.59783
H36 3.31870 4.16639 1.07532
H37 -2.69561 -2.13756 -1.10952
H38 -2.39030 -2.33529 1.02790
H39 1.32238 -2.76710 3.46514
H40 -1.60639 -1.37258 2.06797
H41 -4.21778 0.88707 2.82087
H42 -2.03637 -3.48150 -3.03269

Force components x, y, z for each atom (eV/Å):
-0.6 -0.1 -0.2
-0.2 -0.1 -0.2
0.0 0.2 0.4
-0.3 -0.1 -0.2
-0.1 0.0 0.4
0.0 0.1 -0.3
0.3 -0.2 -0.2
0.2 -0.2 -0.2
0.2 0.3 0.1
0.0 0.0 -0.5
0.0 0.0 -0.1
0.1 -0.2 0.2
0.0 0.1 -0.1
-0.1 0.0 0.0
0.4 -0.2 -0.1
0.1 -0.1 0.1
0.3 0.3 0.3
0.1 0.4 -0.1
0.2 -0.1 -0.3
0.1 0.1 0.1
0.0 0.0 0.0
-0.3 0.1 0.3
-0.2 -0.2 -0.1
0.0 0.0 0.1
-0.3 -0.1 0.3
-0.1 -0.3 0.0
0.1 0.0 0.1
-0.2 0.1 0.1
0.0 0.0 -0.1
0.0 -0.1 0.1
-0.1 0.1 0.0
0.0 -0.1 0.0
0.1 0.1 0.1
0.1 0.0 -0.1
0.1 0.0 -0.2
0.1 0.0 0.0
-0.2 0.0 0.0
0.0 0.0 0.0
-0.1 0.0 -0.1
0.0 0.2 0.0
0.0 0.1 0.0
0.0 -0.1 -0.2
0.0 0.0 0.0
0.0 0.0 0.0
0.0 0.0 0.1
0.2 0.0 0.1
0.0 -0.1 -0.1
0.0 0.1 0.0
-0.1 0.0 0.1
0.1 -0.1 0.0
0.1 0.0 0.0
0.0 0.0 0.2
0.0 0.1 -0.1
0.0 0.1 -0.2
-0.2 -0.1 0.0
0.2 0.0 -0.1
0.1 0.1 0.1
0.0 0.1 -0.1
0.0 0.0 0.1
0.0 0.1 -0.2
-0.1 0.0 0.0
-0.1 -0.1 -0.1
-0.1 0.0 0.0
0.1 0.2 0.0
0.1 0.0 0.0
0.1 0.0 0.1
0.0 -0.1 0.2
0.0 -0.1 -0.1
0.0 0.0 0.1
0.1 0.0 0.1

=====

no.,E (a.u.)
1,-2107.80704
2,-3548.07155
3,-3276.51845